DFT (ωB97M-V/def2-TZVPD) results for a molecular structure, C40H60N11O3SeSr.

Properties
Net charge ... -1
Orbital gap ... 6.296 eV

Geometry as XYZ:
```
116
Properties=species:S:1:pos:R:3:mulliken_charge:R:1
Sr -0.408 -0.716 -1.173 2.95
Se 1.069 -3.503 1.628 -0.34
O -4.616 -0.526 -0.158 -0.84
O -2.448 -0.385 -0.771 -0.95
O 1.728 -0.363 -1.048 -0.76
N -2.168 1.925 0.473 1.27
N -0.936 4.738 0.312 0.55
N 0.454 2.802 0.323 0.49
N -3.453 -1.265 -4.730 -0.10
N 3.270 -1.336 0.306 -0.09
N -1.764 0.098 3.273 0.55
N 0.118 1.202 2.555 0.32
N -0.868 1.690 4.688 0.35
N 3.848 0.446 -1.041 -0.46
N -0.994 3.192 -1.424 0.43
N -3.452 1.343 0.319 -0.90
C 3.388 1.219 4.265 -1.00
C 2.121 2.574 2.128 -0.34
C 3.855 -5.026 1.412 -1.42
C 2.737 -5.643 0.619 0.72
C 1.462 -5.049 0.570 0.20
C 3.436 2.926 2.559 1.66
C -3.127 0.333 3.716 -1.39
C 2.314 4.284 0.405 -0.38
C -2.332 3.589 -1.820 -1.21
C 1.095 -0.309 -4.295 -0.89
C -3.530 0.041 -0.235 -0.20
C -0.100 2.895 4.937 -0.89
C -0.757 0.986 3.485 0.19
C -0.756 5.966 -0.447 -1.13
C -4.837 -1.186 -4.284 -0.92
C 3.583 4.651 0.873 -1.23
C 4.053 2.230 3.626 -0.89
C -0.194 -0.368 -3.731 0.90
C 0.468 -5.632 -0.242 1.21
C 0.267 0.236 -6.486 -0.64
C 4.147 3.973 1.917 -1.00
C -2.869 -2.531 -4.318 -0.93
C 1.989 -7.432 -0.849 0.60
C 1.334 -0.019 -5.636 -0.52
C -0.424 3.550 -0.242 -0.45
C 2.244 -8.733 -1.570 -1.43
C -0.415 2.131 -2.230 0.26
C -0.785 4.908 1.744 -0.79
C -1.253 -0.100 -4.628 -0.15
C 2.076 0.904 3.895 -0.32
C -1.021 0.194 -5.976 -0.56
C -2.699 -0.128 -4.182 0.37
C -1.187 0.968 5.909 -1.27
C -1.592 -1.062 2.411 -0.43
C 1.421 1.562 2.863 -0.54
C 0.751 -6.809 -0.929 -1.06
C 2.881 -0.409 -0.573 0.26
C 1.577 3.254 0.984 0.04
C 2.971 -6.825 -0.081 -1.07
C -0.896 -5.017 -0.383 -1.34
H 5.060 2.510 3.912 0.39
H -2.306 -1.819 2.734 0.29
H -2.312 4.196 -2.730 0.33
H 3.534 -4.826 2.435 0.33
H -0.027 -7.257 -1.542 0.30
H 1.962 -0.504 -3.664 0.27
H -0.358 2.445 -3.273 0.43
H -2.926 2.693 -2.022 0.21
H -5.288 -0.267 -4.665 0.29
H -0.697 3.569 5.558 0.37
H 0.134 3.396 4.004 0.16
H 4.145 -4.066 0.978 0.18
H -5.397 -2.036 -4.682 0.35
H -4.928 -1.189 -3.185 0.29
H 3.865 0.671 5.069 0.37
H -3.448 -3.349 -4.751 0.39
H -1.478 -5.151 0.532 0.36
H 5.143 4.215 2.270 0.39
H 0.188 6.461 -0.187 0.35
H -0.314 0.949 6.570 0.37
H 0.438 0.466 -7.533 0.33
H -2.803 4.160 -1.025 0.44
H -1.462 -0.059 5.688 0.42
H 0.841 2.685 5.455 0.32
H -1.599 1.454 1.174 -0.49
H 3.478 1.192 -1.607 0.29
H -1.438 -5.464 -1.218 0.34
H 1.637 -9.537 -1.146 0.30
H -2.010 1.450 6.445 0.32
H -3.223 1.337 4.125 0.38
H 4.565 0.741 -0.397 0.27
H -1.796 -0.808 1.367 -0.29
H 0.581 1.901 -1.861 0.40
H -3.208 0.780 -4.522 0.62
H 3.292 -9.023 -1.493 0.33
H -1.844 -2.599 -4.681 0.29
H 2.352 -0.001 -6.018 0.38
H 1.914 4.758 -0.484 0.52
H -3.809 0.223 2.871 0.43
H 1.553 0.101 4.403 0.56
H -1.505 5.657 2.080 0.55
H 4.174 -1.284 0.739 0.16
H -0.587 -1.472 2.482 0.06
H -2.860 -2.652 -3.221 0.24
H 3.953 -7.286 -0.014 0.21
H -2.289 2.886 0.759 0.38
H -3.438 -0.391 4.477 0.31
H 0.219 5.233 2.042 0.28
H -2.740 -0.147 -3.087 -0.92
H 1.988 -8.650 -2.629 0.33
H -1.870 0.384 -6.629 0.37
H -0.750 5.750 -1.513 0.42
H 4.730 -5.681 1.427 0.38
H -1.574 6.659 -0.235 0.27
H 4.127 5.446 0.378 0.36
H -0.819 -3.943 -0.546 0.01
H 2.575 -1.981 0.719 -0.38
H -1.007 3.961 2.233 0.00
H -4.088 1.453 1.091 0.30
H -1.025 1.225 -2.170 -1.41
```